[1]
18
Properties=species:S:1:pos:R:3:mulliken_charge:R:1 method="wB97M-V/def2-TZVPD" total_charge=+1 energy_ha=-343.502519 gap_ev=10.3 e_homo_ev=-14.0 lumo_energy_ha=-0.135 relative_energy_kj_mol=161.83
N -2.57467 -0.93968 -0.24631 -0.312
C -1.18509 -0.44201 -0.62335 -0.800
C -0.23768 -1.13471 0.52225 0.618
N 0.99786 -0.54895 0.50813 -0.111
C 1.60280 0.54535 -0.34650 -0.442
C 1.84650 1.83061 0.49058 -1.024
O -0.63627 -2.01585 1.26859 -0.599
H -2.95526 -0.69367 0.70677 0.367
H -3.16627 -0.63977 -0.98449 0.348
H -2.53573 -1.97568 -0.20090 0.377
H -1.29365 0.71003 -0.68559 0.347
H -0.83412 -0.87286 -1.58681 0.377
H 1.67372 -1.06839 1.05481 0.281
H 0.94396 0.58891 -1.24694 0.306
H 2.54338 0.10424 -0.77852 0.315
H 2.52932 1.61922 1.38702 0.285
H 2.33970 2.65859 -0.03524 0.359
H 0.94150 2.27462 0.79650 0.306

[2]
76
Properties=species:S:1:pos:R:3:mulliken_charge:R:1 method="wB97M-V/def2-TZVPD" spin_multiplicity=4 energy_ha=-3860.456397 gap_ev="6.7 / 6.7" e_homo_ev="-8.3 / -8.3" lumo_energy_ha="-0.058 / -0.059" s2=3.7582
Co -0.34854 -2.88735 3.66692 0.500
C -1.23641 2.78495 3.53839 -0.885
C -1.60917 1.84839 2.66329 -0.548
C -0.75476 1.22338 1.58993 -0.149
C 0.54718 0.49304 1.90355 0.493
C 1.84130 1.26518 1.79270 -0.392
C 2.04768 2.49909 2.29255 -0.574
C 0.98927 3.54837 2.38398 -0.854
C 0.07136 3.52563 3.62436 -0.548
C 1.32096 -3.74329 4.81233 -0.872
H -1.95152 3.07533 4.33093 0.364
H -2.65836 1.50617 2.64639 0.492
H -0.49913 2.00509 0.88071 0.304
H -1.40530 0.50475 1.06159 0.238
H 0.44772 -0.04299 2.86087 0.051
H 0.62689 -0.34778 1.18918 0.053
H 2.68589 0.64779 1.49074 0.218
H 3.03774 2.84157 2.53926 0.429
H 0.35992 3.58511 1.48852 0.241
H 1.55604 4.49499 2.41806 0.466
H 0.64247 3.19355 4.50235 0.327
H -0.18264 4.57252 3.85971 0.416
H 1.51299 -3.27769 5.79468 0.256
H 2.00572 -3.30127 4.08886 0.164
H 1.48910 -4.83726 4.88150 0.348
P 1.62675 -1.16850 -1.43947 -0.228
P -2.13206 -0.58978 -1.19594 -0.059
N 2.93716 -0.02388 -1.88748 0.557
N 2.16559 -2.37447 -2.69352 0.430
N -2.25061 1.11763 -1.70825 0.595
N -3.65421 -1.06217 -2.11684 0.243
C 0.41502 -0.34703 -2.55543 -0.466
C -0.96785 -1.02511 -2.57193 -1.429
C 4.02157 0.23267 -1.04056 -0.611
C 4.92844 1.07226 -1.68638 -0.849
C 4.41966 1.30157 -3.00522 -0.735
C 3.18807 0.65630 -3.08123 -0.148
C 2.36947 -3.71113 -2.35431 -0.402
C 2.74635 -4.41627 -3.48757 -0.664
C 2.80516 -3.48047 -4.57403 -0.603
C 2.40758 -2.24869 -4.06746 -0.145
C -2.49546 2.12468 -0.76391 -0.901
C -2.29549 3.36991 -1.33385 -0.765
C -1.93044 3.15809 -2.70226 -0.822
C -1.90455 1.77063 -2.89819 -0.499
C -4.31724 -0.41786 -3.16346 -0.183
C -5.26889 -1.26339 -3.70337 -0.636
C -5.18131 -2.50166 -2.98992 -0.537
C -4.17372 -2.36478 -2.04894 -0.419
H 0.75667 -0.38094 -3.59891 0.083
H 0.35314 0.71000 -2.25491 0.758
H -1.48169 -0.78627 -3.51895 0.512
H -0.87712 -2.12364 -2.53246 0.705
H 4.03942 -0.20069 -0.05758 0.602
H 5.84175 1.47634 -1.26195 0.409
H 4.89590 1.84048 -3.81642 0.437
H 2.47797 0.66690 -3.88789 0.386
H 2.20464 -4.02546 -1.33789 0.374
H 2.94671 -5.47468 -3.55156 0.414
H 3.11338 -3.67948 -5.59241 0.424
H 2.24337 -1.31886 -4.59061 0.210
H -2.77970 1.87465 0.24538 0.952
H -2.41016 4.33220 -0.82720 0.450
H -1.72181 3.90279 -3.45363 0.478
H -1.63960 1.22885 -3.78250 0.567
H -4.06492 0.59105 -3.43173 0.376
H -5.94278 -1.02946 -4.51838 0.423
H -5.78499 -3.38598 -3.15993 0.411
H -3.76917 -3.07119 -1.33119 0.341
F -1.92596 -0.56906 7.52668 -0.249
C -0.98527 -0.17022 6.63553 0.638
F -1.31791 1.08295 6.20090 -0.175
F 0.21057 -0.05533 7.27588 -0.242
C -0.86351 -1.19426 5.45741 0.973
O -1.47143 -2.31063 5.42113 -0.733
O -0.04284 -0.91586 4.51136 -0.786

[3]
129
Properties=species:S:1:pos:R:3:mulliken_charge:R:1 method="wB97M-V/def2-TZVPD" energy_ha=-4077.083018 gap_ev=5.9 e_homo_ev=-7.9 lumo_energy_ha=-0.072
C 1.26570 3.23028 -0.71662 -0.805
C -0.18180 3.28495 -1.41338 -0.518
P -0.70190 1.69689 -2.29779 0.020
C 0.75278 0.62691 -2.84306 -0.368
C 0.38421 -0.58842 -3.82656 -0.998
C -1.99190 1.98246 -3.64114 0.144
C -1.65873 2.58000 -4.88056 0.370
C -0.22744 3.05565 -5.37577 0.632
F -0.48115 4.10917 -6.33294 -0.329
F 0.60542 3.64213 -4.39942 -0.221
C 0.52731 1.90399 -6.25759 0.723
F 1.77061 1.52014 -5.72501 -0.230
F -0.34097 0.79726 -6.51544 -0.224
F 0.81361 2.43334 -7.55796 -0.270
C -2.86871 2.76196 -5.94241 0.080
O -2.76279 2.57171 -7.17060 -0.529
C -4.27948 3.16415 -5.26544 0.248
C -5.23894 4.15098 -5.95479 -1.186
C -6.57326 4.53489 -5.22367 0.321
C -7.51317 5.56520 -6.01232 0.471
F -7.07706 5.80536 -7.34665 -0.262
F -7.64406 6.82247 -5.38710 -0.201
F -8.78713 4.91272 -6.14388 -0.234
C -6.90221 3.92339 -3.83803 0.253
P -8.53513 4.50922 -3.01907 0.282
N -8.26863 4.89945 -1.48390 -0.773
C -5.94428 2.89843 -3.11585 0.652
C -6.29931 2.30881 -1.68252 -0.938
C -7.70064 1.50608 -1.61372 -0.318
C -7.31141 -0.06853 -1.54477 -0.687
O -6.85531 -0.40581 -2.90221 -0.123
C -6.89916 -1.83427 -2.96841 0.594
C -5.56593 -2.63562 -2.62730 -0.692
O -8.00784 -2.36512 -3.25631 -0.589
C -4.63497 2.53880 -3.85934 0.304
C -3.50783 1.54401 -3.26587 -0.772
O -3.76350 0.51731 -2.60188 -0.467
H 2.05155 3.69617 -1.39768 0.234
H 1.18140 3.82575 0.26932 0.329
H 1.48922 2.13961 -0.43144 0.158
H -0.32801 4.18210 -2.12474 0.373
H -0.94582 3.46112 -0.56251 0.383
H 1.57785 1.32381 -3.22448 0.343
H 1.18141 0.14522 -1.88249 0.374
H -0.61547 -0.49342 -4.36309 0.184
H 1.23271 -0.70062 -4.60387 0.231
H 0.42958 -1.56222 -3.20576 0.360
H -4.98320 4.59223 -6.96908 0.381
H -9.47580 3.44660 -3.21329 0.144
H -9.05234 5.69356 -3.67224 0.136
H -8.86200 4.24177 -0.93530 0.258
H -6.41043 3.21334 -0.96957 0.621
H -5.47696 1.65578 -1.23157 0.380
H -8.21671 1.79972 -0.63645 0.214
H -8.38697 1.75569 -2.48783 0.136
H -8.23797 -0.65189 -1.22072 0.399
H -6.41236 -0.25611 -0.84375 0.309
H -5.76998 -3.75362 -2.70067 0.186
H -5.22834 -2.35856 -1.56661 0.321
H -4.72096 -2.40947 -3.37997 0.193
C -4.81968 -5.23993 -5.36120 -0.896
O -4.37339 -6.14651 -4.36984 -0.237
C -5.23598 -7.27176 -4.22394 -0.588
C -4.43958 -8.51427 -3.83918 -0.340
O -3.69466 -9.08784 -4.91633 -0.473
C -2.57315 -8.34029 -5.39103 -0.266
C -1.39221 -8.30097 -4.42407 -0.574
O -1.66419 -7.42264 -3.33413 -0.225
C -1.11249 -7.87952 -2.11378 -0.836
H -5.72707 -4.72732 -5.02733 0.376
H -4.03189 -4.50246 -5.52451 0.214
H -5.00236 -5.75629 -6.30969 0.399
H -5.78628 -7.46818 -5.15014 0.380
H -5.95192 -7.03497 -3.42868 0.382
H -5.15371 -9.28676 -3.53916 0.408
H -3.79922 -8.33448 -2.97496 0.123
H -2.87207 -7.34127 -5.70658 0.074
H -2.24139 -8.86245 -6.29386 0.412
H -0.50800 -7.91804 -4.94110 0.380
H -1.18725 -9.31597 -4.06698 0.360
H -1.43914 -8.90068 -1.89562 0.368
H -1.47291 -7.22981 -1.31412 0.228
H -0.02027 -7.83097 -2.14813 0.327
C 6.62315 3.10286 1.93689 -0.807
O 5.73577 2.63358 2.93469 -0.221
C 4.41257 3.13746 2.77610 -0.529
C 3.38594 2.11319 3.24853 -0.321
O 3.19393 1.01960 2.34753 -0.449
C 4.27712 0.09532 2.22529 -0.328
C 4.49225 -0.78325 3.45517 -0.626
O 5.09610 -0.03450 4.50723 -0.205
C 4.63274 -0.41969 5.78818 -0.899
H 6.82179 4.17011 2.07376 0.331
H 7.55942 2.55050 2.03105 0.231
H 6.21910 2.91738 0.93565 0.343
H 4.21192 3.39366 1.73013 0.306
H 4.33211 4.04451 3.38590 0.385
H 2.41561 2.61575 3.30266 0.441
H 3.60346 1.75486 4.25520 0.052
H 5.19333 0.60173 1.92347 0.116
H 4.00095 -0.56261 1.39527 0.414
H 5.17048 -1.60378 3.20517 0.390
H 3.52945 -1.19801 3.77258 0.375
H 3.54085 -0.37190 5.83907 0.452
H 5.03750 0.28100 6.52085 0.203
H 4.97950 -1.42855 6.02941 0.339
C 9.00016 0.33811 6.97525 -0.639
O 8.92380 0.16136 8.37770 -0.246
C 10.13831 0.49690 9.04252 -0.579
C 9.85346 1.06847 10.42751 -0.303
O 9.36177 2.41107 10.41581 -0.474
C 8.04142 2.60709 9.90558 -0.269
C 6.93426 2.07241 10.81089 -0.571
O 6.87412 0.64936 10.74438 -0.232
C 6.53565 0.05838 11.98480 -0.850
H 9.65935 -0.41433 6.53176 0.332
H 7.99608 0.21990 6.56455 0.069
H 9.35159 1.34543 6.72675 0.350
H 10.71572 1.22527 8.46323 0.356
H 10.72398 -0.42432 9.13988 0.399
H 10.80247 1.11381 10.96984 0.414
H 9.19785 0.41844 11.00788 0.093
H 7.95273 2.22631 8.88863 0.076
H 7.91705 3.69253 9.84036 0.410
H 5.96774 2.45760 10.47421 0.383
H 7.11651 2.40887 11.83721 0.361
H 7.21411 0.39346 12.77505 0.372
H 6.63938 -1.02359 11.88471 0.229
H 5.50092 0.29479 12.24922 0.322

[4]
47
Properties=species:S:1:pos:R:3:mulliken_charge:R:1 method="wB97M-V/def2-TZVPD" energy_ha=-1524.817011 gap_ev=9.0 e_homo_ev=-9.1 lumo_energy_ha=-0.002 relative_energy_kj_mol=201.44
C -4.53415 -1.52894 -0.01623 -2.108
H -4.82225 -1.99932 0.92066 0.449
H -5.29737 -0.80215 -0.28285 0.431
H -4.50353 -2.29388 -0.78991 0.445
C -3.17610 -0.83728 0.12746 2.466
C -3.21632 0.13752 1.30223 -1.752
H -2.28392 0.68870 1.36745 0.185
H -4.02887 0.84735 1.17200 0.464
H -3.36207 -0.40180 2.23460 0.444
C -2.09870 -1.91824 0.38375 -1.225
N -0.90485 -1.34240 0.92241 -0.194
C 0.23446 -1.41349 0.39044 -0.590
N 0.61537 -2.02080 -0.80660 -0.108
S 2.30308 -2.13837 -0.97148 1.110
O 2.67479 -1.62800 -2.25258 -0.588
O 2.70694 -3.47465 -0.65280 -0.699
C 2.59768 -1.00973 0.36651 0.358
C 3.78583 -0.46897 0.79900 -0.603
C 3.75187 0.36996 1.90496 -0.504
C 2.55121 0.64540 2.54588 -0.831
C 1.36193 0.09388 2.10057 -0.090
C 1.39246 -0.74629 0.99559 0.418
H 0.42022 0.29615 2.58368 0.544
H 2.54607 1.30019 3.40395 0.432
H 4.66776 0.80960 2.26870 0.431
H 4.70769 -0.69657 0.28843 0.479
H 0.06005 -2.78271 -1.16088 0.288
H -1.94723 -2.50263 -0.53703 0.312
H -2.48224 -2.59194 1.15749 0.451
C -2.89320 -0.07757 -1.18988 -1.676
N -1.53745 0.38837 -1.33411 0.133
C -1.13983 1.62642 -0.95447 0.306
O -1.91246 2.49429 -0.59710 -0.662
C 0.33931 1.83578 -1.00200 0.319
C 0.89841 2.68894 -0.05557 -0.827
C 2.26194 2.91012 -0.03162 -0.557
C 3.07895 2.29161 -0.96377 -0.270
C 2.52754 1.46037 -1.92418 -0.654
C 1.16377 1.22858 -1.94304 0.166
H 0.75348 0.59225 -2.71293 0.412
H 3.15497 0.97788 -2.65694 0.380
H 4.14460 2.46761 -0.94929 0.448
H 2.68841 3.56938 0.71009 0.450
H 0.24311 3.17222 0.65339 0.466
H -0.83048 -0.29753 -1.54406 0.236
H -3.12557 -0.72519 -2.04147 0.408
H -3.53531 0.80589 -1.22848 0.511